{"formula": "C16H26AuCeI2N2O3S2", "method": "wB97M-V/def2-TZVPD", "elements": ["I", "I", "Au", "Ce", "S", "S", "C", "C", "C", "C", "C", "C", "C", "C", "C", "C", "C", "O", "O", "O", "H", "H", "H", "H", "H", "H", "H", "H", "H", "H", "H", "H", "H", "H", "H", "H", "H", "H", "C", "C", "C", "C", "N", "N", "C", "H", "H", "H", "H", "H", "H", "H", "H"], "coordinates": [[-2.2449, -1.4453, 2.6118], [-3.4480, 2.1570, -1.5404], [-0.7671, 1.1571, -2.4013], [-0.1809, -0.6542, 0.6443], [-2.2797, -0.3513, -1.1479], [-0.9876, 1.8407, 0.0116], [0.8420, -2.6506, -0.6639], [-3.0980, -1.7629, -2.0605], [-0.1279, 3.3614, 0.7134], [-3.9955, -1.1698, -3.1339], [-2.0224, -2.6363, -2.6582], [-3.9228, -2.4923, -1.0127], [-1.0573, 4.5345, 0.4505], [1.1981, 3.5442, 0.0097], [-0.0002, 3.0924, 2.2063], [-0.2264, 0.2783, -4.0601], [0.7438, 2.0735, -3.2114], [1.3784, -3.5396, -1.1765], [0.1691, -0.2992, -4.9790], [1.6905, 2.5656, -3.6426], [-3.4174, -0.6452, -3.9015], [-4.7226, -0.4693, -2.7064], [-4.5432, -1.9898, -3.6219], [-1.4310, -2.0906, -3.4018], [-2.5192, -3.4803, -3.1608], [-1.3346, -3.0339, -1.9022], [-3.3037, -2.8513, -0.1803], [-4.4217, -3.3509, -1.4830], [-4.6917, -1.8286, -0.5960], [-0.6260, 5.4296, 0.9134], [-2.0460, 4.3607, 0.8841], [-1.1709, 4.7194, -0.6201], [1.7517, 4.3434, 0.5229], [1.0571, 3.8379, -1.0374], [1.8073, 2.6330, 0.0179], [0.5095, 3.9452, 2.6794], [0.5761, 2.1816, 2.4308], [-0.9932, 2.9814, 2.6657], [3.4764, -3.8625, 3.1767], [3.1494, -2.5062, 2.7211], [3.8536, -1.3037, 2.7962], [3.0681, -0.3321, 2.1675], [1.9133, -0.9153, 1.7247], [1.9938, -2.2294, 2.1064], [3.3389, 1.0971, 1.9727], [4.4683, -4.1499, 2.8049], [3.5063, -3.8878, 4.2743], [2.7493, -4.6068, 2.8310], [4.8192, -1.1524, 3.2553], [1.2450, -2.8955, 1.9215], [3.4817, 1.5924, 2.9480], [4.2650, 1.2332, 1.3893], [2.5281, 1.6237, 1.4482]], "multiplicity": 4, "homo_ev": [-19.74, -19.67], "orbital_gap_ha": [0.188, 0.104], "total_charge": 4}

=====

{"formula": "C4H7NO2", "method": "wB97M-V/def2-TZVPD", "elements": ["H", "N", "C", "C", "O", "C", "C", "O", "H", "H", "H", "H", "H", "H"], "coordinates": [[2.0885, 1.8162, -0.2601], [2.1877, 0.8670, -0.6273], [1.3578, 0.1140, -0.0587], [1.0050, -1.3128, -0.3658], [-0.4103, -1.2567, -0.2801], [-0.7456, -0.2227, 0.6267], [-1.7061, 0.7702, -0.0143], [0.4695, 0.4795, 0.9182], [1.3000, -1.6486, -1.3592], [1.4206, -1.9819, 0.4016], [-1.1232, -0.6490, 1.5627], [-2.4273, 1.1537, 0.7126], [-2.2359, 0.3110, -0.8529], [-1.1146, 1.6086, -0.3910]], "homo_ev": -10.13, "orbital_gap_ha": 0.407, "total_charge": 0, "smiles": "[H]/N=C1/CO[C@H](C)O1"}

=====

{"formula": "C62H50FGeLiN3P3SSe", "method": "wB97M-V/def2-TZVPD", "elements": ["Li", "F", "Ge", "C", "C", "C", "C", "C", "C", "P", "C", "C", "C", "C", "C", "C", "C", "C", "C", "C", "C", "C", "C", "C", "C", "C", "C", "C", "P", "C", "C", "C", "C", "C", "C", "C", "C", "C", "C", "C", "C", "C", "C", "C", "C", "C", "C", "P", "C", "C", "C", "C", "C", "C", "C", "C", "C", "C", "C", "C", "H", "H", "H", "H", "H", "H", "H", "H", "H", "H", "H", "H", "H", "H", "H", "H", "H", "H", "H", "H", "H", "H", "H", "H", "H", "H", "H", "H", "H", "H", "H", "H", "H", "H", "H", "H", "H", "H", "H", "H", "H", "H", "Se", "C", "N", "N", "C", "S", "N", "C", "C", "C", "C", "C", "C", "H", "H", "H", "H", "H", "H", "H", "H"], "coordinates": [[-0.1267, 0.2238, 0.4119], [-0.3148, 2.0472, -4.6713], [-0.1926, 1.6627, -2.9348], [-0.9767, 3.3052, -2.2219], [-1.7729, 4.0473, -3.0893], [-2.3306, 5.2528, -2.6795], [-2.0653, 5.7464, -1.4135], [-1.2541, 5.0251, -0.5498], [-0.7299, 3.7972, -0.9341], [0.3131, 2.8200, 0.2108], [-0.6052, 2.6561, 1.7789], [-1.9390, 3.0013, 1.9591], [-2.5821, 2.6923, 3.1495], [-1.9052, 2.0306, 4.1631], [-0.5724, 1.6806, 3.9894], [0.0725, 1.9892, 2.8027], [1.5914, 4.0764, 0.6166], [1.6752, 4.7472, 1.8299], [2.6727, 5.6921, 2.0424], [3.5892, 5.9795, 1.0439], [3.5063, 5.3189, -0.1766], [2.5165, 4.3745, -0.3863], [1.7744, 1.6804, -2.8220], [2.3453, 2.5931, -3.7179], [3.7195, 2.7289, -3.8273], [4.5583, 1.9270, -3.0671], [4.0111, 1.0125, -2.1871], [2.6284, 0.8990, -2.0335], [1.9515, -0.2938, -0.8254], [2.8415, 0.0561, 0.7487], [2.6755, -0.8342, 1.8158], [3.1781, -0.5325, 3.0722], [3.8417, 0.6679, 3.2921], [4.0123, 1.5572, 2.2422], [3.5233, 1.2477, 0.9803], [2.6627, -1.8741, -1.3888], [1.9605, -2.5290, -2.4003], [2.4327, -3.7225, -2.9214], [3.6001, -4.2831, -2.4205], [4.2865, -3.6523, -1.3928], [3.8212, -2.4505, -0.8788], [-1.2049, -0.0082, -2.9949], [-0.9264, -0.8262, -4.0936], [-1.6998, -1.9465, -4.3505], [-2.7820, -2.2394, -3.5278], [-3.0666, -1.4269, -2.4429], [-2.2751, -0.3143, -2.1470], [-2.4090, 0.6713, -0.5862], [-2.5029, -1.4815, 1.1482], [-3.9298, -1.8028, 0.9997], [-4.6139, -2.5441, 1.8820], [-4.0496, -2.9174, 3.1692], [-2.7954, -2.5767, 3.4945], [-1.8847, -2.0006, 2.5049], [-4.2003, 1.0506, -0.4893], [-4.7610, 1.3164, 0.7603], [-6.0692, 1.7587, 0.8724], [-6.8380, 1.9581, -0.2676], [-6.2860, 1.7151, -1.5165], [-4.9751, 1.2707, -1.6267], [-1.9445, 3.6866, -4.0939], [-2.9610, 5.8125, -3.3578], [-2.4815, 6.6941, -1.0990], [-1.0296, 5.4231, 0.4340], [-2.4896, 3.4801, 1.1587], [-3.6245, 2.9548, 3.2746], [-2.4161, 1.7818, 5.0836], [-0.0375, 1.1579, 4.7718], [1.1130, 1.7016, 2.6681], [0.9698, 4.5297, 2.6222], [2.7284, 6.2048, 2.9937], [4.3628, 6.7166, 1.2121], [4.2157, 5.5365, -0.9643], [2.4630, 3.8597, -1.3403], [1.7013, 3.1927, -4.3456], [4.1360, 3.4461, -4.5219], [5.6324, 2.0109, -3.1654], [4.6643, 0.3815, -1.5958], [2.1502, -1.7715, 1.6658], [3.0435, -1.2371, 3.8824], [4.2229, 0.9068, 4.2759], [4.5182, 2.5013, 2.3988], [3.6646, 1.9536, 0.1772], [1.0283, -2.1129, -2.7667], [1.8783, -4.2210, -3.7057], [3.9672, -5.2199, -2.8192], [5.1831, -4.0989, -0.9838], [4.3660, -1.9659, -0.0775], [-0.1150, -0.5725, -4.7657], [-1.4751, -2.5766, -5.2009], [-3.4041, -3.1013, -3.7365], [-3.9126, -1.6644, -1.8080], [-4.4321, -1.4241, 0.1207], [-5.6479, -2.7916, 1.6820], [-4.6969, -3.3737, 3.9062], [-2.4449, -2.6825, 4.5139], [-1.0718, -1.3848, 2.8824], [-4.1643, 1.1515, 1.6494], [-6.4925, 1.9449, 1.8515], [-7.8613, 2.2993, -0.1823], [-6.8759, 1.8743, -2.4102], [-4.5542, 1.0954, -2.6100], [-2.0867, -4.5352, 0.8458], [-1.6090, -2.6957, 1.2150], [-1.9269, -0.2876, 0.6456], [-0.5427, -4.2926, -1.6400], [-0.3722, -4.3594, -0.2140], [-0.0049, -2.6815, 0.4447], [0.5918, -5.3597, 0.0262], [1.2962, -5.6125, 1.2007], [0.9174, -5.1280, 2.4517], [1.6892, -5.4267, 3.5661], [2.8304, -6.2071, 3.4686], [3.1971, -6.7008, 2.2230], [2.4426, -6.4055, 1.1037], [-1.1182, -3.4959, -1.8951], [-0.9883, -5.1373, -1.9823], [1.0430, -5.6743, -0.8191], [0.0223, -4.5346, 2.5572], [1.3793, -5.0450, 4.5301], [3.4200, -6.4340, 4.3450], [4.0789, -7.3195, 2.1202], [2.7403, -6.7873, 0.1345]], "homo_ev": -7.04, "orbital_gap_ha": 0.275, "total_charge": 0}